1.
# C24H32CoF5N3O2P2

A structure of composition C24H32CoF5N3O2P2 at a distorted geometry (ωB97M-V/def2-TZVPD, the Open Molecules 2025 dataset).

Positions of all 69 atoms, in Å:
Co: -0.9820 -0.7543 -0.4636
C: 2.3363 -2.1193 -0.2708
P: 0.9529 -1.1906 0.4453
C: 1.6662 0.4495 0.1744
N: 2.9736 0.3964 0.4532
C: 3.7426 1.4971 0.0415
C: 5.1561 1.3802 0.2546
C: 5.8987 2.4847 0.0419
C: 5.2920 3.6805 -0.2999
C: 3.9114 3.7996 -0.5138
C: 3.1062 2.6833 -0.3366
N: 1.7536 2.5966 -0.6744
C: 1.0076 1.5433 -0.4394
P: -0.7317 1.3893 -1.0216
C: -0.7465 1.8400 -2.7624
C: -1.7277 2.5709 0.0324
C: -3.2140 2.5406 -0.3690
C: -1.6166 2.0164 1.4278
C: -1.1786 3.9779 -0.0535
C: 0.9819 -1.8950 2.1282
C: 2.4171 -1.8219 2.8049
C: 0.0042 -1.1535 3.0674
C: 0.6160 -3.4039 1.9917
H: 2.4431 -1.9296 -1.3381
H: 2.2131 -3.2400 -0.2777
H: 3.3074 -1.8452 0.1781
H: 5.5011 0.3349 0.4572
H: 6.9948 2.3928 0.0785
H: 5.8636 4.6117 -0.4161
H: 3.4522 4.7854 -0.7406
H: 0.0219 1.2631 -3.3004
H: -0.4049 2.8643 -2.8831
H: -1.6992 1.7189 -3.2714
H: -3.6081 1.5032 -0.3680
H: -3.5154 2.9329 -1.3629
H: -3.7814 3.0959 0.4087
H: -1.6778 0.9502 1.5709
H: -2.3354 2.4349 2.1285
H: -0.6191 2.3902 1.7850
H: -1.3578 4.4774 -1.0552
H: -0.0757 4.0317 0.2208
H: -1.7474 4.5471 0.7534
H: 2.8073 -0.7813 2.8928
H: 3.2034 -2.4318 2.3277
H: 2.2654 -2.2284 3.8221
H: 0.5003 -0.1447 3.2316
H: -0.1410 -1.6909 4.0193
H: -0.9757 -1.0847 2.5937
H: 1.3702 -3.9025 1.3783
H: -0.3864 -3.5752 1.4943
H: 0.6966 -3.8080 2.9807
O: -3.9936 0.0928 -1.7403
C: -3.8840 -0.9461 -1.1391
C: -4.8606 -2.0934 -1.2722
C: -4.8517 -2.7324 0.1072
C: -3.4187 -2.4367 0.5596
O: -2.7580 -3.0730 1.3486
N: -2.9855 -1.2914 -0.1826
H: -4.6194 -2.8141 -2.0385
H: -5.8800 -1.7837 -1.5315
H: -4.9820 -3.8327 0.1160
H: -5.6171 -2.3070 0.7306
F: 0.5576 -0.7642 -2.8645
C: -0.4630 -1.4712 -2.2181
F: -1.6243 -1.2071 -2.9874
C: -0.2249 -3.0064 -2.4219
F: -0.4002 -3.4337 -3.6732
F: 1.0664 -3.3412 -2.1344
F: -0.9952 -3.7389 -1.6247

Atomic forces in eV per Å
-2.847 -1.366 -0.488
0.901 -1.680 -0.944
0.841 -1.141 0.882
2.218 -1.086 1.588
-0.480 2.347 -1.747
-0.196 -1.816 2.245
-1.691 -1.488 -0.483
1.880 -0.687 -0.055
-1.697 2.075 -0.557
0.953 1.496 0.163
-1.471 -1.902 -0.839
0.232 1.530 0.099
1.793 0.989 -0.414
-0.656 0.398 0.634
1.061 0.657 -0.674
-0.564 -0.303 -1.426
-0.914 -0.520 0.056
1.751 1.164 1.254
0.286 1.470 0.831
1.214 -0.189 1.518
-0.491 0.174 0.158
0.951 0.584 -0.420
-0.482 0.749 -1.476
-0.079 0.501 0.116
0.000 1.343 0.481
-0.794 -0.108 0.109
0.000 1.312 0.038
-0.556 0.326 0.154
-0.029 -0.636 0.040
0.430 -0.867 -0.006
-0.502 -0.045 0.356
-0.180 0.375 0.115
-0.168 -0.215 0.371
0.385 0.754 0.143
0.630 -0.015 0.502
0.359 -0.080 -0.448
-0.001 -0.503 -0.381
-0.277 0.311 -0.179
-0.619 -0.714 0.164
0.230 -0.644 1.178
-1.367 -0.019 -0.484
0.703 -0.257 -1.081
-0.411 -0.685 -0.084
-0.543 0.206 0.000
0.233 0.228 -0.308
-1.108 -0.924 0.136
0.302 0.255 -0.308
-0.067 0.272 0.052
-0.118 -0.056 0.176
0.934 0.216 0.916
-0.392 -0.427 0.564
0.581 0.624 -0.753
-1.210 -1.396 0.298
-1.888 -0.176 0.149
0.918 -1.440 -0.330
-0.200 1.327 -1.192
0.077 0.398 -0.033
1.834 -0.660 1.449
0.677 -0.099 -0.290
0.304 0.409 -0.049
-0.035 0.576 -0.043
-0.089 0.327 0.537
-0.036 -0.895 0.124
-0.888 -0.860 -1.359
0.742 -0.250 0.079
1.158 0.409 -0.563
-0.437 0.139 -0.292
-0.721 0.044 -0.198
-0.372 0.166 0.230

Results
total charge = 0
electronic energy = -103764.1536 eV
relative energy (zero: lowest compared OMol25 entry of this formula, charge and spin) = 0.0 kJ/mol
<S²> = 3.764
HOMO energy (spin up / spin down) = -7.95 / -8.99 eV
2S+1 = 4

---

2.
# C23H35Cl8FO15

A cluster of 9 separate species, C23H35Cl8FO15 in total at a distorted geometry (ωB97M-V/def2-TZVPD, the Open Molecules 2025 dataset).

Positions of all 82 atoms, in Å:
O: -2.5642 1.3362 1.9517
C: -2.4883 1.3528 0.7477
O: -3.1245 0.5310 -0.1359
C: -2.9151 0.9623 -1.4426
C: -1.6067 1.6580 -1.2622
F: -1.4591 2.6024 -2.1724
O: -1.7314 2.1997 0.0570
H: -2.7628 0.1814 -2.1876
H: -3.8091 1.5059 -1.7482
H: -0.7212 1.0234 -1.3000
C: 2.6639 -6.2484 -5.5579
C: 2.5079 -6.1507 -4.0021
C: 3.8096 -5.6563 -3.2793
O: 3.2404 -4.5262 -2.6774
C: 1.9270 -4.4452 -2.7829
O: 1.1774 -3.5465 -2.3711
O: 1.5039 -5.2722 -3.6986
H: 3.3599 -7.0086 -5.9127
H: 2.9307 -5.2973 -6.0186
H: 1.7683 -6.5266 -6.1134
H: 2.2392 -7.1311 -3.6088
H: 4.6099 -5.3512 -3.9535
H: 4.1846 -6.4242 -2.6028
C: 2.0648 -1.2510 5.1470
C: 1.9341 -2.7037 4.8166
C: 2.3288 -3.0897 3.3871
O: 3.3185 -4.0505 3.5615
C: 3.5360 -4.2405 4.8129
O: 4.3470 -5.0810 5.2412
O: 2.8398 -3.3897 5.5462
H: 3.1059 -0.9641 4.9994
H: 1.7985 -1.0701 6.1883
H: 1.3286 -0.5997 4.6759
H: 1.0058 -3.1468 5.1771
H: 2.7501 -2.1809 2.9572
H: 1.5914 -3.3463 2.6265
C: -2.1582 2.1851 9.1485
C: -0.9333 3.0372 9.0401
C: -0.7326 3.6603 7.6874
O: -0.3724 4.9868 7.9579
C: -0.6601 5.3059 9.1845
O: -0.6581 6.4107 9.6762
O: -1.0152 4.1546 9.8395
H: -2.3837 1.9317 10.1844
H: -2.1250 1.2473 8.5940
H: -3.0310 2.6454 8.6855
H: -0.0181 2.4735 9.2207
H: -1.6483 3.5693 7.1033
H: 0.0382 3.1190 7.1389
C: 2.5981 0.3707 -6.2968
C: 2.4816 1.8573 -6.8235
C: 1.1650 2.5744 -6.8188
O: 1.6063 3.8016 -6.1718
C: 2.8589 3.8384 -5.9625
O: 3.4194 4.8443 -5.4783
O: 3.3977 2.6690 -6.2018
H: 3.6065 -0.0403 -6.3449
H: 1.8921 -0.2300 -6.8702
H: 2.2007 0.3982 -5.2822
H: 2.8049 1.8511 -7.8644
H: 0.3819 2.0778 -6.2460
H: 0.8839 2.8249 -7.8417
Cl: -6.1097 5.4088 -0.7710
C: -7.4576 5.0555 0.3311
Cl: -6.9152 4.9538 2.0329
H: -8.1900 5.8625 0.3105
H: -7.9694 4.1279 0.0749
Cl: -3.3698 -3.4133 2.8932
C: -5.1260 -3.7210 2.8761
Cl: -5.4269 -5.3447 2.0849
H: -5.3610 -3.8607 3.9313
H: -5.6719 -2.9217 2.3749
Cl: 3.0772 3.7833 1.4875
C: 3.4462 4.9248 0.1459
Cl: 4.9490 4.4819 -0.7267
H: 2.6046 4.8508 -0.5429
H: 3.5868 5.9301 0.5431
Cl: -1.7051 -1.9766 -10.0691
C: -2.9518 -1.1591 -9.1297
Cl: -2.8121 -1.5313 -7.4259
H: -2.9846 -0.0820 -9.2939
H: -3.9014 -1.5877 -9.4502

Atomic forces in eV per Å
-0.244 -0.302 -1.951
-0.420 -0.264 1.634
-0.704 -1.338 1.858
0.087 -0.605 -0.749
-0.334 0.399 0.325
0.413 1.533 -0.727
1.050 0.604 -0.787
-0.251 -0.586 0.490
0.494 0.783 -0.190
-0.077 -0.251 0.124
-0.301 -0.037 -0.003
1.967 -2.806 -2.890
-1.630 -0.566 -1.296
1.412 1.311 2.526
-2.691 4.590 0.020
2.562 -2.443 -0.037
-1.305 -0.629 -0.165
0.444 0.076 0.538
0.328 0.184 0.361
-0.531 -0.025 0.630
-0.049 -0.113 -0.064
-0.145 0.088 -0.010
-0.074 0.406 0.401
-0.611 0.629 0.637
-2.469 0.322 -0.883
-0.600 2.319 -0.958
-0.222 -0.622 -2.739
3.906 -3.357 2.948
-2.483 2.487 -0.892
2.399 -1.446 2.720
-0.168 0.357 -0.197
0.384 -0.369 0.300
0.335 -0.109 -0.794
-0.751 0.496 -0.629
0.576 0.000 -0.160
-0.314 -0.703 0.617
-0.862 -0.617 -0.024
0.524 -0.959 -1.123
-0.246 -1.368 -1.192
0.711 0.593 -2.277
-0.787 1.024 2.373
0.160 -1.843 -0.752
-0.251 1.707 2.136
0.012 0.104 -0.017
0.690 -0.138 0.033
-0.032 0.559 0.329
-0.012 -0.150 0.790
-0.097 0.609 -0.171
0.188 0.482 -0.116
-1.303 1.818 -0.067
0.993 -3.752 -2.165
0.613 0.772 0.704
-4.698 0.314 -0.964
3.458 4.211 3.112
-1.128 -3.174 -1.662
2.130 0.111 0.952
-0.146 0.269 -0.016
0.185 -0.159 -0.144
0.342 -0.303 0.248
0.060 -0.375 -0.268
-0.073 0.330 0.008
-0.446 -0.078 0.276
-0.428 -0.186 0.180
-0.306 0.236 0.506
-0.053 -0.112 -0.377
0.332 0.012 -0.228
0.463 0.035 -0.085
-0.286 0.269 -0.249
0.640 -1.262 0.288
-0.099 1.112 0.305
-0.421 0.207 -0.375
0.185 -0.315 0.031
0.218 0.452 -0.367
0.153 -0.416 -0.029
-0.544 0.104 0.304
0.298 0.156 0.069
-0.131 -0.307 0.013
0.206 0.274 -0.146
-0.917 -0.352 -0.384
0.138 0.156 0.521
0.444 -0.206 0.039
0.141 0.142 -0.023

Results
total charge = 0
electronic energy = -158025.8029 eV
relative energy (zero: lowest compared OMol25 entry of this formula, charge and spin) = 97.3 kJ/mol
HOMO energy = -10.55 eV
SMILES = O=C1OC[C@@H](F)O1.C[C@H]1COC(=O)O1.C[C@H]1COC(=O)O1.C[C@H]1COC(=O)O1.C[C@H]1COC(=O)O1.ClCCl.ClCCl.ClCCl.ClCCl

---

3.
# C4H10OS

A structure of composition C4H10OS at a distorted geometry (ωB97M-V/def2-TZVPD, the Open Molecules 2025 dataset).

Positions of all 16 atoms, in Å:
C: -0.6581 1.4341 -0.5156
C: -0.2841 0.2670 0.3498
C: -1.2456 -0.9903 0.0293
C: 0.9743 -0.5897 -0.2186
H: -0.3336 0.9221 -1.6247
H: -1.9606 1.5526 -0.9075
H: -0.3044 2.6214 -0.1421
H: -2.3617 -0.7018 0.1294
H: -1.0352 -1.8952 0.4888
H: -1.0853 -1.1831 -1.0453
H: 0.6022 0.9684 1.8491
H: 1.1277 -1.6246 0.0555
H: 0.9404 -0.7021 -1.3218
H: 3.4658 -0.7436 1.0244
O: -0.4029 0.3978 1.7113
S: 2.5611 0.2671 0.1379

Atomic forces in eV per Å
-2.129 1.655 -3.929
-2.075 -5.499 -1.354
-2.644 3.481 -2.328
1.571 1.624 -0.146
-0.274 2.637 2.650
3.818 -0.436 2.093
-0.666 -3.892 -1.498
1.726 -0.500 0.091
0.555 -1.279 1.533
-0.486 -0.026 0.201
-4.105 -2.244 0.368
-0.617 -0.020 0.965
-0.211 0.663 0.564
-2.441 2.087 -2.019
5.876 3.426 0.906
2.102 -1.678 1.901

Results
total charge = 0
electronic energy = -17188.2647 eV
relative energy (zero: lowest compared OMol25 entry of this formula, charge and spin) = 440.0 kJ/mol
HOMO energy = -9.24 eV

---

4.
# C36H42AsN6O2S2Zr

A structure of composition C36H42AsN6O2S2Zr at a distorted geometry (ωB97M-V/def2-TZVPD, the Open Molecules 2025 dataset).

Positions of all 90 atoms, in Å:
Zr: 0.2217 -1.0926 0.0002
N: -0.8325 -4.2229 3.2602
C: -0.4435 -3.4485 2.2345
S: -1.1438 -1.8552 2.1445
N: 0.3796 -3.9879 1.3672
N: 0.8150 -3.1286 0.4144
C: 1.5007 -3.5140 -0.5929
C: 2.1046 -2.3840 -1.4185
C: 3.4543 -2.7849 -1.9545
C: 4.4249 -1.8700 -2.0492
C: 4.2382 -0.5368 -1.5286
C: 3.1869 -0.3344 -0.7061
N: 2.2227 -1.2630 -0.4488
H: -1.4621 -3.8532 3.9468
H: -0.4326 -5.1389 3.3712
H: 1.7610 -4.5544 -0.7664
H: 3.6100 -3.8245 -2.2129
H: 5.3885 -2.1413 -2.4627
H: 4.9859 0.2276 -1.6728
H: 3.1068 0.5850 -0.1370
C: -3.3454 6.0963 0.8023
C: -2.7053 4.8607 0.2402
C: -2.2347 4.8356 -1.0714
C: -1.6480 3.6975 -1.5996
C: -1.5246 2.5780 -0.7945
C: -1.9834 2.5722 0.5191
C: -2.5675 3.7162 1.0282
S: -0.8257 1.0864 -1.4193
O: 0.5321 0.9368 -0.8337
O: -0.8768 1.0293 -2.8462
N: -1.5375 -0.1440 -0.6908
C: -2.7558 -0.6632 -1.1581
C: -3.7989 0.0913 -1.6400
C: -5.0113 -0.5186 -2.0031
C: -5.1838 -1.8664 -1.8692
C: -4.1165 -2.6723 -1.4160
C: -4.2107 -4.0738 -1.2804
C: -3.1064 -4.7821 -0.9026
C: -1.9022 -4.1016 -0.6634
N: -1.7740 -2.7958 -0.7371
C: -2.8779 -2.0744 -1.0916
H: -3.7953 6.6980 0.0147
H: -2.5966 6.7113 1.3063
H: -4.1112 5.8410 1.5331
H: -2.3364 5.7159 -1.6933
H: -1.2918 3.6622 -2.6215
H: -1.8993 1.6699 1.1123
H: -2.9388 3.7207 2.0459
H: -3.6785 1.1631 -1.7284
H: -5.8182 0.0981 -2.3758
H: -6.1273 -2.3368 -2.1139
H: -5.1528 -4.5687 -1.4812
H: -3.1398 -5.8570 -0.7954
H: -1.0160 -4.6657 -0.3964
C: 0.8228 -4.0802 -3.7301
C: 0.9174 -2.5604 -3.8668
C: 2.0063 -2.1493 -4.8579
C: 1.0838 -1.8516 -2.5139
H: 0.5379 -4.5219 -4.6850
H: 0.0712 -4.3644 -2.9883
H: 1.7845 -4.5084 -3.4443
H: -0.0363 -2.2024 -4.2678
H: 2.9832 -2.5012 -4.5330
H: 2.0462 -1.0635 -4.9599
H: 1.7953 -2.5719 -5.8408
H: 0.0741 -1.8241 -2.0429
H: 1.3851 -0.8204 -2.7109
C: 2.8346 -0.0075 2.9509
As: 1.1785 0.5010 2.0294
C: 0.1213 0.7991 3.6601
C: 1.5738 2.4063 1.5804
C: 1.9921 3.2903 2.7110
C: 1.0459 4.0358 3.4121
C: 1.4312 4.9012 4.4240
C: 2.7729 5.0347 4.7508
C: 3.7241 4.2968 4.0616
C: 3.3359 3.4309 3.0508
H: 3.1094 0.7759 3.6538
H: 3.6402 -0.1719 2.2371
H: 2.6550 -0.9351 3.4930
H: 0.5873 1.5786 4.2583
H: 0.0813 -0.1285 4.2249
H: -0.8995 1.0868 3.4080
H: 0.6574 2.7812 1.1254
H: 2.3396 2.3878 0.8046
H: -0.0021 3.9448 3.1452
H: 0.6847 5.4810 4.9514
H: 3.0767 5.7159 5.5345
H: 4.7731 4.4080 4.3034
H: 4.0846 2.8687 2.5033

Atomic forces in eV per Å
-1.426 -0.563 1.838
-0.051 0.050 0.010
-0.041 -0.047 -0.304
0.400 -0.001 -0.003
0.106 -0.560 0.159
0.172 -1.030 0.013
0.330 -0.039 0.271
-0.070 -0.100 -0.286
0.061 0.007 0.131
-0.104 -0.190 -0.097
-0.138 0.113 0.060
0.391 0.144 -0.195
0.759 0.205 -0.264
-0.012 -0.069 0.058
-0.001 0.001 -0.003
-0.098 -0.045 0.029
0.035 0.024 -0.091
-0.005 -0.039 0.019
-0.005 0.004 0.051
-0.030 0.028 -0.081
0.054 -0.010 0.003
0.008 0.002 -0.032
0.009 -0.001 0.012
0.133 -0.080 -0.135
-0.029 -0.347 0.023
0.019 0.058 -0.045
0.026 -0.022 0.007
-0.387 0.477 -0.587
-0.004 0.315 -0.248
-0.184 0.440 0.066
-0.214 0.693 -0.693
-0.545 -0.039 -0.086
0.431 -0.042 0.218
-0.180 -0.070 -0.055
-0.024 0.069 0.000
0.212 0.020 0.057
0.113 -0.049 0.036
-0.225 -0.055 -0.047
0.318 0.042 -0.067
0.046 0.335 -0.071
-0.156 0.075 -0.070
-0.012 0.015 0.020
-0.013 0.009 -0.003
-0.013 0.026 -0.004
-0.020 0.000 0.006
-0.048 0.048 0.003
-0.065 0.026 0.062
-0.012 -0.003 -0.009
-0.110 0.025 0.006
0.008 -0.006 0.010
0.002 0.018 -0.022
0.007 -0.002 -0.029
0.037 0.005 0.001
-0.033 0.020 0.009
-0.086 0.166 -0.029
-0.110 -0.174 0.116
-0.095 -0.013 0.072
0.605 -0.112 0.015
0.001 -0.052 0.023
0.007 -0.051 -0.021
0.002 -0.041 0.032
-0.011 0.002 0.011
0.041 0.014 -0.042
0.034 -0.011 -0.007
0.002 -0.014 0.001
-0.038 -0.175 -0.519
-0.018 0.017 0.024
-0.157 -0.266 -0.364
0.611 1.234 1.789
-0.083 -0.152 -0.325
-0.063 -0.286 -0.218
0.028 -0.001 0.055
-0.002 -0.012 -0.039
-0.027 0.003 0.013
0.012 -0.007 0.021
0.028 0.017 0.029
-0.030 -0.053 -0.031
-0.090 0.062 -0.019
-0.018 0.008 -0.012
-0.023 -0.007 -0.019
0.063 0.022 -0.068
0.013 -0.032 -0.044
0.008 0.021 0.020
0.022 0.001 -0.062
-0.061 -0.010 -0.051
0.001 0.020 0.007
0.003 -0.009 0.001
-0.002 -0.002 -0.004
-0.003 -0.021 0.000
0.013 0.029 -0.001

Results
total charge = +1
electronic energy = -134835.9240 eV
relative energy (zero: lowest compared OMol25 entry of this formula, charge and spin) = 189.0 kJ/mol
HOMO energy = -9.66 eV